Record 1
# C14H51BN3O10Y

A molecular structure, C14H51BN3O10Y (wB97M-V/def2-TZVPD, the OMol25 dataset).

Calculated values
ΔE to the lowest compared entry with this formula, charge and spin: 3.2547 eV
2S+1: 1

Each line ends with the Löwdin charge.
Element x y z (Å)
Y -1.191 1.337 -1.644  1.687
O -0.985 -3.319 1.937  -0.245
O -0.716 4.404 -3.981  -0.393
O -2.011 4.747 3.512  -0.168
O 0.764 2.985 -1.328  -0.394
O 3.913 -2.055 -1.177  -0.173
O 2.986 1.720 0.193  -0.053
O -0.020 0.592 -3.557  -0.096
O -2.814 0.490 -0.143  -0.113
O -1.961 -0.872 -2.292  -0.085
O 1.067 -2.807 0.331  -0.057
N -3.011 -1.666 1.539  0.063
N 0.076 3.334 1.813  0.079
N 1.726 -1.551 -4.046  0.020
C -3.372 -3.067 1.396  -0.432
C -1.171 -3.262 3.317  -0.107
C 3.248 -1.226 -2.094  -0.172
C 0.614 3.888 -3.866  -0.437
C 1.400 3.455 -2.484  -0.357
C -1.272 3.614 3.862  -0.236
C 4.562 -1.277 -0.201  -0.095
C -2.125 -3.902 1.196  -0.103
C -0.818 2.637 2.704  -0.466
C -2.249 5.612 4.684  -0.069
C 2.613 -2.217 -3.140  -0.404
C -4.367 -3.229 0.269  -0.051
C 3.590 -2.889 -4.088  -0.075
C -0.126 1.489 3.266  -0.087
B 0.313 0.103 -0.204  -0.476
H -2.011 -1.676 1.683  0.073
H 2.739 0.827 0.433  -0.021
H -1.284 5.993 5.017  0.078
H -1.593 -1.255 -3.089  0.073
H -0.424 -0.683 -0.256  -0.024
H -0.567 0.155 -4.209  0.071
H -3.958 -2.641 -0.553  0.058
H 4.981 -0.293 -0.412  0.090
H 0.719 3.136 -4.648  0.039
H 0.757 0.037 -3.484  0.020
H 0.879 1.751 3.597  0.099
H 1.461 -2.324 -4.640  0.087
H 4.153 -2.079 -4.551  0.082
H -1.790 -2.491 3.778  0.089
H 2.347 1.974 -0.474  -0.017
H -2.372 -1.608 -1.840  0.065
H 3.373 -3.491 -4.971  0.080
H 4.293 -3.480 -3.501  0.081
H 5.407 -1.790 0.258  0.092
H 0.365 -2.889 0.976  -0.019
H 3.868 -0.475 -2.585  0.141
H -0.086 0.717 2.499  0.064
H -0.391 3.818 4.470  0.121
H 1.079 -0.277 0.455  0.015
H 0.967 -1.922 -0.020  -0.048
H 1.235 4.651 -4.336  0.066
H -2.772 -0.274 0.431  -0.004
H -0.165 0.956 0.252  -0.044
H 0.758 3.763 2.423  0.085
H -0.267 -3.045 3.886  0.101
H -1.870 3.048 4.576  0.109
H -1.855 -3.890 0.140  0.127
H 2.384 -0.747 -1.634  0.090
H -2.465 5.019 5.573  0.072
H 0.632 0.345 -1.206  -0.045
H 2.128 2.699 -2.779  0.069
H -1.399 -4.272 3.658  0.102
H 1.994 4.347 -2.286  0.084
H -5.288 -2.724 0.558  0.087
H -4.568 -4.250 -0.055  0.092
H -3.412 -1.306 2.394  0.108
H 2.085 -3.031 -2.643  0.142
H 2.283 -0.965 -4.651  0.095
H 3.660 -1.136 0.394  0.082
H -3.968 -3.435 2.231  0.142
H -2.133 -4.980 1.362  0.138
H -2.965 6.423 4.551  0.086
H -3.748 0.694 -0.204  0.088
H -1.734 2.301 2.217  0.125
H -0.639 1.115 4.152  0.077
H 0.516 2.592 1.287  0.028

Record 2
# C14H52BNO11

12 unconnected molecules or ions with the total composition C14H52BNO11 (wB97M-V/def2-TZVPD, the OMol25 dataset).

Calculated values
SMILES: BN=C(C)C.CO.CO.CO.CO.CO.CO.CO.CO.CO.CO.CO
2S+1: 1

Each line ends with the Löwdin charge.
Element x y z (Å)
O 1.749 2.663 -0.369  -0.138
O 7.530 2.466 -1.098  -0.127
O -4.231 -2.447 2.582  -0.139
O -3.874 -6.619 6.342  -0.137
O 2.407 7.629 -4.978  -0.125
O -5.841 -4.662 4.089  -0.139
O 5.335 0.047 0.182  -0.138
O -2.469 -2.917 -1.179  -0.134
O 4.071 -1.979 3.887  -0.134
O -0.581 4.738 -2.522  -0.126
O -3.755 0.885 -5.458  -0.147
N -0.033 1.363 -3.018  0.114
C -2.974 -1.766 -0.494  -0.144
C 5.764 -0.850 1.206  -0.139
C 2.539 1.527 -0.023  -0.149
C 1.837 -0.119 -3.415  -0.036
C -0.527 -1.008 -3.485  -0.032
C -3.839 -7.700 7.270  -0.148
C 6.776 3.173 -0.112  -0.153
C -6.328 -4.724 5.433  -0.141
C 0.371 0.178 -3.291  -0.416
C -3.400 -2.478 3.737  -0.149
C 0.746 5.167 -2.228  -0.151
C 3.666 -0.870 4.684  -0.153
C -4.973 0.155 -5.548  -0.153
C 2.195 8.690 -4.054  -0.168
B -1.216 1.728 -3.752  -0.134
H -1.519 -0.844 -3.092  0.060
H -3.816 1.640 -6.048  0.077
H 0.954 2.334 -0.800  0.045
H 6.121 0.409 -0.241  0.055
H 1.031 4.902 -1.209  0.065
H 1.987 -0.626 -4.362  0.086
H 1.801 6.922 -4.738  0.058
H -3.058 -1.953 0.575  0.052
H -4.211 -7.323 8.219  0.078
H -2.278 1.405 -3.308  0.037
H 2.009 0.875 0.678  0.082
H -6.347 -3.729 5.886  0.080
H -2.565 -3.169 3.596  0.080
H 2.380 0.814 -3.403  0.077
H 6.352 -1.672 0.789  0.078
H -6.441 -4.101 3.591  0.072
H -0.076 -1.848 -2.965  0.088
H 6.363 -0.328 1.958  0.078
H -7.332 -5.155 5.462  0.078
H -3.971 -2.782 4.616  0.065
H -4.567 -3.340 2.468  0.055
H -0.590 3.782 -2.429  0.020
H -3.086 -3.637 -1.034  0.066
H 3.803 -1.073 5.749  0.075
H 2.414 8.366 -3.032  0.070
H 3.523 -2.731 4.122  0.074
H -1.128 2.338 -4.771  0.046
H -0.606 -1.306 -4.527  0.097
H 7.249 2.774 -1.963  0.075
H -5.145 -0.218 -6.561  0.075
H -3.952 -1.476 -0.887  0.081
H -2.271 -0.954 -0.666  0.070
H 0.769 6.251 -2.329  0.066
H -4.476 -8.526 6.944  0.077
H -5.647 -5.359 5.991  0.049
H -4.888 -0.694 -4.873  0.076
H 1.458 4.723 -2.929  0.082
H -3.004 -1.478 3.900  0.078
H 3.449 1.880 0.449  0.058
H 5.709 2.970 -0.229  0.067
H 7.101 2.810 0.859  0.080
H 2.621 -0.607 4.501  0.077
H 6.951 4.250 -0.165  0.078
H -2.821 -8.070 7.412  0.075
H 4.292 -0.028 4.404  0.076
H 4.879 -1.256 1.684  0.057
H 1.164 9.051 -4.110  0.077
H 2.810 0.953 -0.912  0.056
H -3.548 -6.943 5.499  0.080
H 2.865 9.505 -4.311  0.075
H -5.827 0.764 -5.241  0.076
H 2.171 -0.764 -2.607  0.082

Record 3
# C14H58N28O15

15 unconnected molecules or ions with the total composition C14H58N28O15 (wB97M-V/def2-TZVPD, the OMol25 dataset).

Calculated values
2S+1: 1

Each line ends with the Löwdin charge.
Element x y z (Å)
O 6.151 -0.063 5.141  0.006
O 0.719 -3.750 4.488  0.037
O 5.828 -7.233 -2.350  -0.010
O -5.560 -0.731 8.054  0.044
O -0.610 5.973 -0.088  -0.054
O -5.383 3.497 -2.896  0.023
O 0.883 -6.170 -7.145  0.016
O 4.309 6.352 -6.485  0.062
O 4.236 5.198 2.270  0.005
O -10.106 0.490 2.339  0.007
O 7.751 0.414 -1.471  0.018
O -7.487 8.219 0.642  0.093
O 0.149 -0.239 -1.945  0.024
O -0.662 1.932 -10.037  0.021
O -2.212 -7.831 0.403  0.028
N 8.947 -1.237 -0.452  0.157
N 4.771 0.989 6.647  0.149
N -5.849 -2.441 9.315  0.163
N -3.345 -5.988 -0.135  0.162
N -0.864 1.652 -7.823  0.149
N -6.758 8.937 2.480  0.171
N -5.135 4.326 -4.910  0.170
N 2.712 -4.768 4.516  0.150
N 6.414 5.320 1.769  0.172
N -0.318 -4.727 -5.793  0.161
N 5.435 4.777 -5.429  0.156
N 1.240 -0.158 -0.055  0.150
N -9.757 0.169 4.539  0.141
N 1.037 -5.834 5.289  0.145
N 3.748 -7.585 -1.544  0.163
N 3.517 5.411 -4.680  0.159
N -1.767 0.216 -9.180  0.160
N -3.988 -2.316 8.376  0.155
N 5.121 7.056 1.488  0.151
N -6.763 2.947 -4.485  0.165
N 6.408 -0.030 7.360  0.152
N -6.409 6.868 1.952  0.169
N -8.176 -0.232 3.158  0.160
N 1.764 -4.380 -6.369  0.149
N -4.432 -7.735 0.095  0.140
N -0.922 -0.100 0.088  0.146
N 4.544 -5.539 -1.916  0.161
N 9.330 -0.744 -2.553  0.136
C 0.765 -5.188 -6.421  -0.782
C 8.622 -0.446 -1.454  -0.751
C -6.946 8.014 1.646  -0.906
C 4.720 -6.812 -1.974  -0.778
C 5.839 0.324 6.283  -0.784
C -9.333 0.272 3.285  -0.770
C -1.128 1.344 -9.069  -0.781
C -5.782 3.630 -4.033  -0.834
C 0.126 -0.229 -0.729  -0.766
C 5.208 5.798 1.806  -0.790
C -5.121 -1.694 8.626  -0.842
C 1.405 -4.727 4.674  -0.772
C -3.225 -7.243 0.059  -0.798
C 4.386 5.532 -5.630  -0.836
H -7.849 -0.346 2.209  0.128
H -4.311 -5.815 -0.374  0.106
H 4.621 1.298 7.597  0.109
H 7.123 6.002 1.542  0.108
H 2.900 6.208 -4.615  0.125
H -10.746 0.166 4.743  0.111
H -6.003 6.762 2.870  0.102
H 2.086 -0.038 -0.593  0.121
H -1.332 5.583 0.406  0.027
H 4.265 1.421 5.888  0.121
H -7.312 9.750 2.252  0.131
H 0.179 5.679 0.367  0.027
H 3.547 4.621 -4.052  0.111
H -6.192 6.198 1.228  0.122
H 4.449 7.525 2.077  0.120
H -5.353 -3.155 9.829  0.119
H -7.188 3.036 -5.397  0.114
H 6.156 0.398 8.239  0.118
H -1.124 1.175 -6.972  0.108
H 3.817 -8.556 -1.811  0.116
H -0.763 -0.272 1.070  0.102
H 3.615 -5.217 -1.687  0.112
H -0.087 -3.924 -5.226  0.101
H -5.238 -7.259 -0.283  0.106
H 10.219 -1.220 -2.603  0.104
H -6.111 8.859 3.252  0.117
H -9.220 -0.188 5.317  0.103
H 1.775 -6.463 5.572  0.101
H 5.863 7.632 1.117  0.109
H 3.161 -5.605 4.860  0.098
H -5.541 4.304 -5.835  0.109
H -1.089 -5.376 -5.729  0.118
H -1.977 -0.123 -8.252  0.100
H 2.648 -4.778 -6.651  0.128
H 1.183 0.180 0.896  0.108
H 9.677 -1.929 -0.546  0.109
H 5.336 -4.944 -2.114  0.126
H 8.932 -0.316 -3.377  0.109
H 3.265 -4.074 4.033  0.121
H 5.532 4.251 -4.572  0.105
H -6.746 -2.042 9.553  0.135
H 8.446 -1.132 0.419  0.119
H 0.069 -6.102 5.182  0.119
H -7.182 2.263 -3.871  0.125
H 2.920 -7.344 -1.018  0.110
H -4.428 4.988 -4.623  0.127
H 1.675 -3.484 -5.911  0.108
H 6.158 4.731 -6.133  0.117
H -0.093 2.287 -7.672  0.118
H -3.629 -3.115 8.880  0.108
H -2.649 -5.282 0.057  0.133
H 7.260 -0.546 7.193  0.129
H -3.389 -1.862 7.701  0.117
H -7.535 -0.197 3.939  0.120
H 6.587 4.328 1.691  0.125
H -1.679 0.478 -0.249  0.116
H -4.637 -8.655 0.459  0.122
H -2.106 -0.255 -10.006  0.125

Record 4
# C14H58O15

A molecular structure, C14H58O15 (wB97M-V/def2-TZVPD, the OMol25 dataset).

Calculated values
ΔE to the lowest compared entry with this formula, charge and spin: 33.5446 eV
2S+1: 1

Each line ends with the Löwdin charge.
Element x y z (Å)
O -3.334 -1.696 0.921  -0.085
O 2.420 2.362 -3.792  -0.045
O 2.402 2.434 0.772  -0.039
O -1.753 1.163 3.998  -0.051
O 2.574 -2.905 0.101  -0.020
O -3.148 0.975 -1.061  -0.018
O -2.741 2.633 -0.080  0.132
O -1.640 -0.531 -2.126  0.087
O -2.110 -0.677 -0.174  -0.007
O -2.399 -3.089 3.507  -0.064
O 0.629 -0.798 2.504  -0.069
O 1.418 1.042 1.928  -0.073
O -2.400 -4.210 -2.281  -0.023
O 4.984 -0.317 0.707  -0.023
O -0.854 2.550 -0.954  -0.254
C 3.693 -0.110 1.121  -0.279
C -1.876 -3.187 -1.575  -0.327
C -0.989 -3.801 -0.513  -0.068
C -1.988 -2.010 2.726  -0.224
C 2.747 -0.167 -0.057  -0.168
C -1.467 1.014 2.668  -0.184
C -0.861 -0.641 0.480  -0.165
C 2.028 2.275 -2.437  -0.283
C -1.120 3.651 -1.864  0.017
C 1.195 3.031 0.264  -0.036
C -0.191 0.625 0.025  -0.069
C 1.331 -2.245 -0.004  -0.401
C 1.079 -1.965 -1.422  -0.072
C 2.003 0.831 -2.039  -0.132
H 2.831 0.654 -0.769  0.022
H 1.963 1.525 1.307  -0.162
H 0.024 0.600 -1.043  0.069
H -1.256 -2.516 -2.168  0.089
H 0.951 0.042 2.175  -0.216
H -0.954 -1.762 2.966  0.085
H -0.299 3.649 -2.580  0.095
H -2.547 0.374 -0.620  -0.131
H 0.612 -2.865 0.532  0.096
H -1.465 0.399 -2.270  0.105
H -0.402 1.145 2.475  0.074
H -0.633 -3.141 0.278  0.032
H 1.917 -1.456 -1.899  0.082
H 1.643 0.703 -1.018  0.028
H 1.130 3.047 -0.824  0.049
H 1.421 -1.297 2.703  0.073
H 2.715 3.233 -4.069  0.089
H -3.762 -1.152 1.582  0.048
H -0.610 1.778 -1.470  0.076
H 0.346 2.449 0.622  0.082
H -0.718 1.561 0.213  0.077
H -0.128 -4.278 -0.981  0.091
H 1.731 -0.147 0.336  0.037
H -1.872 -2.340 1.694  0.065
H -2.149 3.607 -2.222  0.115
H 3.661 0.913 1.495  0.105
H -0.993 -0.694 1.560  0.052
H 0.865 -2.845 -2.029  0.107
H -2.633 -4.904 -1.660  0.095
H 0.790 0.753 0.482  0.046
H 1.068 2.767 -2.282  0.054
H -0.372 -1.559 0.151  0.071
H -3.206 3.412 -0.386  0.116
H 5.493 0.039 1.439  0.091
H 1.289 0.212 -2.582  0.108
H -2.058 -0.743 -1.131  -0.157
H 0.269 -1.242 -1.523  0.063
H -1.714 -0.028 2.461  0.028
H 1.345 -1.275 0.493  0.051
H -3.047 1.802 -0.591  -0.314
H -2.023 1.709 2.039  0.103
H 2.748 -1.125 -0.578  0.080
H -1.109 4.530 -1.219  0.117
H 2.781 2.931 -2.000  0.132
H -1.627 2.072 4.279  0.083
H 2.383 -3.773 -0.263  0.099
H -1.768 -0.890 -3.004  0.147
H -3.194 -3.425 3.085  0.076
H -2.750 -1.096 0.457  -0.314
H 3.445 -0.777 1.946  0.126
H -2.668 -1.158 2.736  0.080
H -2.639 -2.567 -1.104  0.119
H 3.172 2.802 0.333  0.154
H -1.847 2.746 -0.402  -0.160
H 1.570 1.474 2.768  0.156
H 1.133 4.041 0.668  0.123
H 2.989 0.369 -2.085  0.128
H -1.475 -4.518 0.149  0.105

Record 5
# C14H6Cl3NO3S2

C14H6Cl3NO3S2 in the gas phase (wB97M-V/def2-TZVPD, the OMol25 dataset).

Calculated values
SMILES: O=C(C1=NS(=O)(=O)c2ccc(Cl)cc2S1)c1ccc(Cl)c(Cl)c1
2S+1: 1

Each line ends with the Löwdin charge.
Element x y z (Å)
Cl 4.637 0.171 4.543  0.636
Cl -4.998 -2.419 -3.862  0.708
Cl -3.540 0.318 -4.273  0.689
S 1.646 1.549 -0.939  0.693
S 0.101 1.525 1.707  1.103
O 2.372 1.038 -2.097  -0.308
O -1.870 -0.701 1.730  0.082
O 1.379 2.991 -1.081  -0.303
N 0.188 0.629 -0.828  0.000
C -3.122 -2.005 -0.369  0.009
C -3.869 -2.498 -1.458  -0.089
C -1.610 -0.284 0.594  -0.334
C -2.624 -0.015 -1.702  -0.018
C 2.551 1.202 0.619  -0.257
C 3.840 0.616 3.002  -0.587
C -3.402 -0.516 -2.765  -0.656
C -0.402 0.562 0.332  -0.510
C 4.572 0.599 1.826  -0.094
C 1.824 1.195 1.784  -0.507
C 3.924 0.843 0.618  -0.020
C 2.467 0.923 2.985  -0.090
C -4.010 -1.763 -2.628  -0.702
C -2.484 -0.759 -0.502  -0.149
H -2.207 0.955 -1.780  0.101
H -4.350 -3.469 -1.388  0.107
H 4.499 0.780 -0.311  0.127
H -3.021 -2.626 0.549  0.136
H 5.626 0.266 1.808  0.125
H 1.883 0.894 3.883  0.107

Calculated E_tot in order - -42001.543, -40044.029, -87898.590, -46137.661, -81483.993 eV
Calculated HOMO in order - -5.25, -8.65, -9.44, -7.41, -9.69 eV